[1]
# C10H12IN2

The ion C10H12IN2 with charge +1 (wB97M-V/def2-TZVPD, the OMol25 dataset).

Atoms and positions in Å:
H: 3.067164 -0.362296 -2.238647
C: -2.826020 -1.295507 0.954864
H: 2.627036 -0.293714 0.168930
I: 1.658146 -2.616356 1.257377
N: 1.812044 -0.240369 -0.455416
H: 1.337189 -0.738662 -2.533251
C: 0.925410 1.831088 0.741028
H: 1.323478 2.864354 0.957775
N: -0.497778 1.861003 0.544460
C: 2.105360 -0.747701 -1.729750
C: -1.528279 -1.518568 1.056010
C: 1.661790 1.270868 -0.544610
H: 2.431988 -1.822303 -1.825917
H: -3.018272 1.889795 -0.472715
C: -3.340298 -0.118465 0.300130
H: -4.379132 -0.238095 -0.011918
C: -0.559509 -0.641014 0.535267
C: 0.794188 -0.890181 0.336426
H: -1.189518 -2.376393 1.694130
H: 2.632984 1.722515 -0.634085
H: 1.230550 1.146387 1.581971
H: -3.545716 -2.013716 1.479816
H: 1.021604 1.591803 -1.396995
C: -2.582154 0.927338 -0.000653
C: -1.162254 0.808190 0.235772

Atomic forces in eV per Å
-1.56 0.52 1.31
-1.52 -0.71 1.08
0.21 -0.46 -0.46
-0.20 0.40 -0.37
-0.07 2.95 1.97
-0.12 0.78 1.20
1.29 -0.44 -0.16
-0.58 -1.13 -0.23
0.03 -0.02 -0.84
2.80 -3.17 -5.43
1.08 -2.40 2.31
-2.14 1.72 0.78
-0.72 0.63 1.34
1.00 -1.78 0.92
-1.53 -0.94 -0.71
0.09 0.76 0.32
2.22 3.11 -2.52
-2.78 -2.18 1.48
-0.24 0.69 -1.01
0.54 -0.17 -0.20
-0.34 0.60 -0.31
1.06 1.13 -1.09
0.64 -0.75 0.30
-0.97 1.40 -1.30
1.81 -0.53 1.64

energy relative to the best compared isomer or geometry (same formula, charge and spin): 5.3 kcal/mol
frontier orbital gap: 7.60 eV
M: 287.12 g mol⁻¹
charge: +1
HOMO level: -12.132 eV



[2]
# C13H30N3O2

A cluster of 2 separate species, C13H30N3O2 in total (wB97M-V/def2-TZVPD, the OMol25 dataset).

Atoms and positions in Å:
H: -3.217175 -3.509736 2.609510
C: -2.697977 -4.171481 1.916204
H: 0.675987 3.362364 -1.993594
H: -0.588931 -1.049617 -3.131941
C: 1.790466 1.484567 0.009221
H: 2.857545 3.115151 -1.050193
N: 0.171058 3.251329 -1.114202
C: -0.832254 3.993129 -0.735788
H: -1.005830 -5.542855 0.844575
N: 3.925020 4.535373 0.622859
O: -1.934185 -0.786679 -1.655085
H: 3.906084 1.723360 -0.518128
H: -2.083231 -3.421696 -0.696657
H: -1.941440 -3.081493 -3.022698
H: 0.080747 -1.306161 -1.535958
N: -1.301002 -3.813613 -1.205367
H: -1.316396 4.827099 -1.286490
H: 1.769117 0.714946 -0.806196
H: 0.632424 -4.500635 -0.791466
H: 4.416418 2.633387 1.474038
H: -2.701617 -1.640745 0.068399
C: 0.412713 2.245394 -0.057989
H: -2.709956 -5.183347 2.329176
H: -2.452576 3.339518 0.759545
C: 3.517519 3.167209 1.076878
H: -0.273792 1.411402 -0.392406
H: 0.371912 -4.733764 1.592924
H: 2.724382 3.193925 1.858310
C: 3.053376 2.389222 -0.226116
H: 1.853126 0.955040 0.986912
C: -2.068715 -0.808605 -0.243509
C: -1.058487 -2.987254 -2.385433
H: 4.408401 4.381921 -0.263592
C: -0.282269 2.631212 1.299546
H: 0.388014 3.217143 1.967835
H: -1.237798 4.566950 1.262276
H: -3.226537 -4.153877 0.958541
H: -1.101207 -0.854373 0.265968
C: -0.804275 -1.494519 -2.155843
H: -2.574392 0.113008 0.058394
C: -1.376521 3.616240 0.678902
H: -0.219144 -3.408806 -2.947830
H: 4.581895 4.891384 1.314074
C: -0.537177 -4.568148 1.008240
H: 0.256926 -2.917512 -0.077265
H: -0.732094 1.781105 1.865828
C: -0.150994 -3.909566 -0.308978
O: -1.367159 -3.696895 1.774571

Atomic forces in eV per Å
0.08 0.01 -0.02
0.12 0.19 0.09
-0.04 -0.14 0.31
-0.05 -0.01 0.00
0.40 0.83 -1.11
0.21 -0.45 0.54
-1.69 1.89 1.96
-0.62 -0.68 0.84
-0.12 0.12 -0.06
-0.45 -1.02 0.53
0.41 0.12 0.26
-0.81 0.64 -0.04
-0.02 -0.11 0.00
0.06 0.10 -0.06
-0.07 -0.07 0.19
0.31 0.17 -0.01
0.77 -0.78 -0.06
0.03 0.52 0.78
-0.02 0.03 -0.03
-0.90 0.16 0.03
0.14 -0.02 0.24
-0.12 -4.70 0.86
-0.07 -0.02 -0.07
0.85 0.08 -0.51
0.45 -0.08 -1.25
0.57 0.65 0.09
0.00 -0.04 -0.02
0.54 0.16 -0.56
-0.04 -0.59 1.19
-0.14 0.39 -0.69
-0.31 0.13 -0.24
-0.26 -0.07 0.15
0.18 0.43 0.45
-0.22 1.59 -1.64
-0.46 -0.50 -0.45
-0.67 -0.52 -0.58
-0.09 -0.17 0.01
0.02 -0.17 0.00
-0.05 -0.06 -0.52
-0.02 0.00 -0.06
1.51 1.27 0.53
0.03 0.04 0.07
0.00 0.23 -0.43
0.45 0.30 0.01
0.22 -0.04 0.13
0.57 0.52 -0.85
-0.46 -0.12 0.09
-0.25 -0.22 -0.13

energy relative to the best compared isomer or geometry (same formula, charge and spin): 8.0 kcal/mol
frontier orbital gap: 6.47 eV
M: 260.40 g mol⁻¹
charge: +1
HOMO level: -10.883 eV



[3]
# C32H46IN3O5S2

A cluster of 2 separate species, C32H46IN3O5S2 in total (wB97M-V/def2-TZVPD, the OMol25 dataset).

Atoms and positions in Å:
C: 6.876120 -0.392808 -0.952510
H: 6.560518 -1.356756 -1.539626
H: -3.307793 -4.511433 2.194168
H: -3.145486 7.940145 -0.393572
H: -1.711902 8.554860 -1.540389
C: -0.788085 2.141390 0.288775
C: 0.544165 -7.242356 1.184586
C: 5.089373 2.167581 1.748130
H: -2.112063 0.743404 -2.246846
C: 0.448301 -2.096831 -1.506788
H: -4.156454 8.204058 -4.893277
H: -3.599951 9.616993 -3.777718
C: -0.265283 4.797571 1.385421
C: 1.374351 -1.182348 -0.471607
C: -0.498909 -5.761576 -0.454444
H: -0.694449 -2.145402 -1.167890
H: -0.459886 -1.949438 1.580600
O: 6.594114 -0.420760 0.491197
H: 5.811996 -1.762383 1.973124
H: 0.941387 -8.345538 1.118176
C: 4.027186 -0.896079 0.740500
H: -1.796060 -1.051851 2.701969
C: -2.804064 6.089475 -2.832437
C: -3.973934 -1.478499 4.997461
H: 6.775734 -6.021781 -1.852699
C: 0.005795 3.166709 1.288859
H: 3.417595 -2.614454 -0.842746
H: -3.507042 -2.004720 0.697335
C: -2.880972 8.458015 -1.418151
H: -4.034893 -0.390504 5.473039
H: -0.578953 -7.287651 1.529922
H: -4.212860 4.480188 -1.994488
H: -1.603502 6.652197 0.471035
H: -2.583537 0.499595 0.969727
H: -2.817447 -1.701097 4.877572
C: -4.646387 -1.564686 3.493737
H: 5.123025 -4.463599 -2.155119
O: 4.389393 1.095069 2.482818
H: 6.438457 0.557834 -1.501362
C: -1.419200 5.488784 0.403933
H: -1.313758 -6.564145 -0.755986
H: 1.142484 -6.731322 2.076570
H: -1.254084 -4.124378 -1.999167
H: 1.423408 -3.996973 -0.471389
H: 8.059514 -0.312708 -1.065435
H: 0.008888 -5.446082 -2.684288
C: -3.198617 -3.366469 2.514067
C: 1.890136 0.881296 1.354728
H: -3.158308 5.562651 -3.833454
C: 5.593186 -1.438179 0.848772
H: -2.515753 -3.329964 3.463718
S: 1.352366 2.396076 2.384635
H: 0.417964 -1.645876 -2.604192
H: -3.445094 9.489018 -1.441380
C: 0.790636 0.165027 0.329133
N: -0.593110 0.665003 0.129580
H: -0.904379 -5.138854 0.478590
H: -4.619971 7.427473 -2.489462
H: -3.986177 5.957970 -0.846898
C: -0.293530 -4.751854 -1.762685
C: -3.390789 5.220175 -1.572038
H: 5.752766 -2.400531 0.195009
C: 6.730460 -5.095728 -1.274419
C: -2.255262 4.487954 -0.642819
H: -5.188259 -3.573149 3.288425
C: 2.957336 -1.679458 -0.260070
H: -2.166981 -3.314061 0.387846
I: 0.845248 6.132401 2.727254
C: 3.438627 0.390730 1.568234
C: -3.334472 8.498886 -4.085637
C: 0.936137 -3.697015 -1.511646
C: -2.608967 -2.570554 1.211899
H: -2.192718 -0.683111 -0.443512
S: -2.932854 1.889378 -1.992955
H: 6.229867 -5.273854 -0.319480
H: 1.725123 -3.766397 -2.401525
O: 6.018564 -4.115095 -2.006317
C: -1.484165 -1.391820 1.601782
H: -4.529909 -2.288942 5.665093
H: -2.243012 8.429535 -4.499961
N: 5.582762 3.297495 1.294969
C: -1.929017 2.848666 -0.710160
C: -3.464015 7.596631 -2.720764
O: -5.208023 -0.439021 3.023743
H: -1.629990 6.081590 -2.821160
H: 7.744838 -4.734313 -1.089607
N: -4.623669 -2.877148 2.742223
O: 0.721753 -6.484612 -0.067857
C: -1.715576 -0.197661 0.537580

Atomic forces in eV per Å
1.37 0.46 -1.19
0.34 1.70 1.37
0.23 2.47 0.86
0.60 0.98 -2.11
-2.38 0.07 0.40
-1.41 4.35 -0.62
-0.09 -0.07 1.34
1.77 6.90 -1.53
-0.71 1.73 0.66
-0.55 -0.41 0.79
2.03 0.36 1.66
0.79 -2.30 -0.77
-2.86 -2.32 -3.63
2.01 1.29 1.45
-1.27 0.35 -0.22
2.51 0.51 -0.42
-1.65 1.58 0.12
-1.44 -1.59 -1.25
-0.54 0.97 -2.38
-0.74 2.22 -0.33
-3.89 0.82 -0.79
1.12 -0.52 -2.38
-0.45 0.05 0.04
0.21 -0.05 -0.60
0.16 -0.11 0.19
-1.83 0.50 -1.96
-1.39 2.33 1.37
1.60 -1.33 1.15
-0.39 -0.49 -0.79
-0.25 -2.47 -1.30
2.07 0.10 -0.86
1.93 1.26 1.09
0.37 -2.77 -0.22
1.95 -1.50 -0.95
-2.45 0.12 0.46
-2.16 5.39 -0.69
0.51 0.25 0.00
0.35 2.28 -4.11
0.59 -1.92 1.37
1.11 -4.85 0.15
1.45 1.63 0.67
-1.19 -0.87 -1.98
1.58 -1.59 0.53
-0.82 0.86 -2.33
-2.53 -0.15 0.34
-0.94 1.56 1.96
0.01 -1.28 -1.25
0.77 -1.74 -1.39
0.78 1.21 2.03
-0.44 -0.10 0.80
-1.13 0.09 -1.83
-0.91 -0.87 -2.40
0.36 -0.91 2.36
1.43 -1.90 0.13
4.53 -1.94 0.32
2.62 1.79 1.56
0.87 -1.22 -1.92
2.35 0.35 -0.62
1.40 -1.66 -1.53
1.27 -0.56 0.08
-0.34 -0.14 0.62
-0.65 1.89 1.04
-0.11 -0.17 0.04
2.29 -0.81 2.08
0.88 0.91 -0.52
-0.60 3.16 2.14
-0.87 1.59 1.95
-0.94 -1.42 -1.19
-1.80 -2.43 -3.27
-0.65 0.27 0.71
0.34 0.43 -0.27
0.07 0.79 -0.28
1.06 0.91 2.05
1.91 -0.12 1.22
0.19 -0.18 0.10
-1.54 -0.16 2.15
-0.59 0.21 -0.19
-1.38 -1.30 0.31
1.45 1.73 -1.30
-2.16 0.23 0.61
-4.36 -10.45 4.02
2.06 2.45 2.19
-0.43 -0.01 0.39
3.37 -7.27 2.31
-2.27 0.24 0.02
-0.20 0.03 -0.09
0.53 1.26 1.59
-1.42 0.04 0.76
-2.47 -0.79 -0.08

frontier orbital gap: 7.40 eV
M: 743.77 g mol⁻¹
charge: 0
HOMO level: -7.684 eV